DFT (wB97M-V/def2-TZVPD) results for a structure of composition C34H47Br2N3O3RuSb3.

ORCA input file:
```
! wB97M-V def2-TZVPD RIJCOSX def2/J DEFGRID3
* xyz 3 1
Ru 1.17302 2.37612 1.01610
C 2.41828 1.82471 4.69643
Sb 3.13822 2.30289 2.75351
C 4.20471 4.10198 3.08397
C 4.72797 0.88997 2.51863
C 5.69190 1.32684 1.45274
C 6.80478 2.08180 1.82690
C 7.72707 2.52290 0.89370
C 7.55257 2.20334 -0.44502
C 6.46086 1.44335 -0.82759
C 5.51774 1.00082 0.10020
C 4.35919 0.18073 -0.39137
Sb 2.68486 1.41524 -0.89630
C 1.63493 0.15334 -2.24867
C 3.58082 2.79209 -2.23440
H 1.69030 2.56525 5.02572
H 3.25513 1.82037 5.39306
H 1.95917 0.83669 4.69449
H 4.86832 4.28030 2.23961
H 4.79514 4.01490 3.99430
H 3.51171 4.93527 3.18332
H 4.28246 -0.08559 2.33034
H 5.22299 0.84528 3.48902
H 6.95985 2.30768 2.87592
H 8.58675 3.09668 1.21177
H 8.27504 2.52408 -1.18313
H 6.34718 1.16379 -1.86898
H 4.02211 -0.56697 0.32496
H 4.62322 -0.33874 -1.31310
H 2.33370 -0.21136 -3.00008
H 0.83786 0.70579 -2.74499
H 1.20451 -0.69267 -1.71415
H 4.12558 2.24353 -3.00097
H 4.27285 3.43701 -1.69699
H 2.81016 3.39791 -2.70834
Br -0.45783 -2.21728 2.22544
C -0.90133 -0.60562 3.04491
C -1.78573 -0.56518 4.12124
C -2.12583 0.62858 4.72119
Br -3.29615 0.61263 6.16725
C -1.58746 1.86444 4.23905
C -1.87450 3.13639 4.77158
C -1.28912 4.24487 4.21093
C -0.41830 4.09463 3.12672
N -0.12580 2.91323 2.60883
C -0.70096 1.80961 3.15196
C -0.31771 0.56837 2.54840
O 0.53873 0.57231 1.59330
H -2.20835 -1.48646 4.49803
H -2.54644 3.23419 5.61296
H -1.48756 5.23443 4.59743
H 0.06083 4.95618 2.67714
O -5.22034 -1.77472 -2.27786
C -4.82282 -0.76684 -3.18483
N -4.14675 0.33790 -2.54951
C -2.87489 0.22404 -2.10829
O -2.25698 -0.83625 -2.10592
C -2.22544 1.49917 -1.64634
C -2.59197 2.75088 -2.12484
C -1.89669 3.86789 -1.69020
C -0.85967 3.69230 -0.79742
N -0.48865 2.48722 -0.34183
C -1.15878 1.41165 -0.76233
H -6.13975 -1.63787 -2.01990
H -5.67164 -0.36566 -3.73622
H -4.12646 -1.22412 -3.88516
H -4.65526 1.19264 -2.39248
H -3.38455 2.86613 -2.85390
H -2.14327 4.85841 -2.04467
H -0.29018 4.54265 -0.43888
H -0.82631 0.44867 -0.39692
C -3.69083 -5.36897 -4.66451
C -3.65144 -3.94922 -4.10211
Sb -2.78721 -3.92830 -2.14726
C -1.32121 -5.49614 -2.05719
C -2.00136 -6.81996 -1.71479
C -4.27673 -4.32143 -0.66504
C -5.41401 -5.14325 -1.26457
H -4.10036 -5.32480 -5.67548
H -4.33331 -6.02712 -4.07982
H -2.70079 -5.81946 -4.73888
H -4.63944 -3.51142 -3.98017
H -3.04716 -3.28293 -4.71813
H -0.58086 -5.20863 -1.31225
H -0.83270 -5.50473 -3.03152
H -2.50138 -6.79256 -0.74657
H -1.23317 -7.59423 -1.66014
H -2.72209 -7.12789 -2.47255
H -4.60846 -3.34807 -0.31127
H -3.76450 -4.83575 0.14823
H -5.89247 -4.63395 -2.10159
H -6.17415 -5.29867 -0.49637
H -5.08339 -6.12721 -1.59752
*
```

Properties
HOMO energy (alpha / beta): -13.66 / -13.66 eV
Gap between HOMO and LUMO (alpha / beta): 2.061 / 2.063 eV
Calculated total energy: -208887.0105 eV
Lowest unoccupied orbital energy (alpha / beta): -11.60 / -11.59 eV